Record 1
Computed, not measured: a molecular structure, C18H28O14Rb4 in a non-equilibrium geometry, with ωB97M-V/def2-TZVPD.

Properties
- LUMO level (hartree) = -0.2542
- gap between HOMO and LUMO (eV) = 7.81
- charge = +2
- maximum force (eV Å⁻¹) = 16.8
- spin multiplicity = 1

Each line ends with the Mulliken charge.
Positions of all 64 atoms, in Å:
1 Rb 13.02019 -26.34780 -32.68554  0.907
2 Rb 9.86403 -27.74520 -34.19444  1.049
3 Rb 10.73772 -23.45514 -31.63581  1.220
4 Rb 8.19779 -23.62082 -33.76319  0.859
5 O 11.27411 -26.93293 -32.68104  -2.242
6 C 10.38716 -26.58663 -31.63115  1.529
7 C 9.02554 -25.80260 -32.08929  3.111
8 O 8.84458 -24.42602 -32.23414  -2.057
9 H 10.96201 -26.30955 -30.74748  0.092
10 H 9.94335 -27.49003 -31.21280  0.278
11 H 8.25703 -25.91621 -31.32470  -0.418
12 H 8.64852 -26.18885 -33.03627  -2.526
13 C 8.80004 -22.85564 -28.41132  -1.456
14 C 9.64111 -24.13910 -28.35002  0.588
15 C 9.58623 -25.30660 -29.22326  0.086
16 O 10.85874 -25.82521 -29.35348  -0.730
17 C 11.66659 -24.92371 -28.89188  0.424
18 O 12.88113 -25.12962 -28.77271  -0.536
19 O 11.01665 -23.82718 -28.38183  -0.402
20 H 8.40747 -22.73975 -29.42154  0.236
21 H 9.16129 -21.84375 -28.22780  0.339
22 H 7.92110 -22.95142 -27.77381  0.494
23 H 9.33994 -24.52204 -27.37496  0.288
24 H 9.43407 -25.05728 -30.27341  -0.478
25 H 8.88267 -26.03822 -28.82599  0.670
26 C 7.07796 -25.46949 -29.24258  -0.706
27 C 6.64010 -25.07173 -30.69084  0.554
28 C 6.60025 -26.12077 -31.72078  -0.725
29 O 5.38480 -26.78143 -31.43626  -0.447
30 C 4.51152 -25.88200 -30.99659  0.405
31 O 3.29126 -25.91904 -30.99106  -0.546
32 O 5.24434 -24.77667 -30.67754  -0.514
33 H 8.02926 -25.97710 -29.40212  -0.523
34 H 6.48263 -26.21175 -28.71086  0.550
35 H 7.26799 -24.51125 -28.75908  0.080
36 H 7.35081 -24.34513 -31.08460  0.181
37 H 7.23729 -26.96379 -31.45318  0.879
38 H 6.64610 -25.54353 -32.64425  -0.460
39 C 6.15083 -28.06474 -36.33551  -1.715
40 C 7.04298 -28.23471 -35.17613  1.006
41 C 7.09725 -27.09189 -34.10351  -0.585
42 O 6.88639 -27.86203 -32.96841  0.364
43 C 6.64270 -29.19061 -33.14072  0.677
44 O 6.40786 -30.09069 -32.36452  -0.570
45 O 6.67868 -29.38242 -34.36683  -0.336
46 H 6.31744 -28.81524 -37.10821  0.401
47 H 6.25468 -27.09205 -36.81633  0.397
48 H 5.07639 -28.21976 -36.23726  0.389
49 H 8.06706 -28.33076 -35.53685  0.000
50 H 6.43348 -26.22793 -34.07055  0.448
51 H 8.11284 -26.69781 -34.06602  0.678
52 C 11.74233 -27.54766 -29.18948  -0.980
53 C 12.18025 -28.95485 -29.83799  -0.139
54 C 11.49404 -29.18891 -31.26476  0.250
55 O 12.59146 -29.58292 -31.98540  -0.390
56 C 13.76822 -29.54195 -31.31768  0.582
57 O 14.82608 -30.08004 -31.63916  -0.583
58 O 13.54628 -29.06840 -30.18441  -0.355
59 H 12.19975 -27.48612 -28.20203  0.383
60 H 10.70411 -27.21577 -29.19423  0.480
61 H 12.21574 -26.84064 -29.87075  0.382
62 H 11.86696 -29.87844 -29.35124  0.497
63 H 11.22685 -28.26910 -31.78501  0.189
64 H 10.71976 -29.95587 -31.24574  0.478



Record 2
Computed, not measured: a molecular structure, C23H48IrN4O5P in a non-equilibrium geometry, with ωB97M-V/def2-TZVPD.

Properties
- LUMO level (alpha / beta) (hartree) = -0.4406 / -0.4578
- gap between HOMO and LUMO (alpha / beta) (eV) = 4.37 / 3.90
- charge = +3
- maximum force (eV Å⁻¹) = 3.5
- spin multiplicity = 2

Each line ends with the Mulliken spin population.
Positions of all 82 atoms, in Å:
1 Ir -0.12547 0.64241 -0.09719  0.509
2 C 0.45214 -3.87000 1.74579  0.001
3 C 0.37488 -3.59027 0.25509  0.003
4 C 1.76041 -3.38075 -0.46884  -0.002
5 C 2.90779 -2.41390 0.00620  0.003
6 C 3.80630 -2.14991 -1.19413  0.000
7 C 3.71065 -2.92769 1.18957  0.000
8 N 2.21160 -1.11312 0.41334  0.014
9 C 2.82135 0.27247 0.36921  0.036
10 C 2.37765 1.30430 1.47075  -0.023
11 N 0.93954 1.54064 1.84430  0.325
12 C 0.60789 0.95408 3.12068  -0.002
13 C 0.24761 -0.46394 2.78340  0.011
14 O 0.23456 -1.36846 3.57158  0.029
15 O -0.03958 -0.64579 1.48336  0.041
16 C 0.14127 2.78520 1.58800  -0.011
17 C 0.77669 3.65854 0.51031  -0.002
18 C -1.41734 2.56158 1.22954  0.108
19 C -2.42107 1.37418 1.42993  -0.025
20 C -3.79435 1.96569 1.07142  -0.003
21 C -2.57199 0.76061 2.81988  -0.005
22 N -2.09006 0.32789 0.33075  -0.005
23 C -2.68538 -1.06556 0.39800  -0.003
24 C -1.83627 -2.32613 0.73840  -0.005
25 N -0.73515 -2.67376 -0.16267  0.002
26 C -1.03782 -2.62792 -1.56270  0.003
27 C -0.49432 -1.35100 -2.25795  -0.003
28 O -0.97420 -1.04608 -3.30951  0.012
29 O 0.47752 -0.74790 -1.61223  -0.014
30 H 1.27234 -4.56844 1.90779  0.000
31 H -0.45273 -4.36536 2.09899  0.000
32 H 0.61183 -2.99569 2.37139  0.000
33 H 0.04773 -4.54215 -0.19388  0.000
34 H 1.57016 -3.14270 -1.51672  0.001
35 H 2.21027 -4.37407 -0.46888  0.000
36 H 4.15425 -3.10021 -1.59935  0.000
37 H 4.69340 -1.58081 -0.91443  0.000
38 H 3.27470 -1.62194 -1.98939  0.000
39 H 4.19916 -3.86496 0.92355  0.000
40 H 3.09364 -3.10589 2.07195  0.000
41 H 4.49940 -2.22127 1.45664  0.000
42 H 1.81506 -1.28577 1.33215  -0.002
43 H 1.42573 -1.10942 -0.24259  0.011
44 H 2.65891 0.66401 -0.63949  -0.004
45 H 3.89765 0.17447 0.50617  -0.001
46 H 2.82972 2.24906 1.17343  0.010
47 H 2.87950 0.99387 2.38677  -0.001
48 H -0.25187 1.43111 3.58385  -0.005
49 H 1.43473 0.95713 3.83068  0.011
50 H 0.14548 3.38581 2.50109  0.009
51 H 0.87308 3.15843 -0.45364  0.002
52 H 1.75399 4.02208 0.82511  0.002
53 H 0.15335 4.53999 0.35680  -0.002
54 H -1.49567 2.81753 0.17108  -0.014
55 H -1.90081 3.39908 1.74089  0.006
56 H -4.13575 2.62265 1.86994  0.000
57 H -4.53621 1.17096 0.96567  0.000
58 H -3.76415 2.54066 0.14215  -0.001
59 H -2.50298 1.55024 3.56819  0.000
60 H -1.86472 -0.02098 3.06575  0.002
61 H -3.56715 0.32809 2.92947  0.000
62 H -2.43275 0.75910 -0.53046  0.004
63 H -3.20373 -1.21260 -0.54791  0.000
64 H -3.43913 -1.05750 1.18459  -0.001
65 H -2.54599 -3.16660 0.70039  0.002
66 H -1.45618 -2.26389 1.74772  -0.001
67 H -2.10731 -2.63692 -1.75834  -0.004
68 H -0.57487 -3.46462 -2.08788  0.003
69 C 0.49180 1.75000 -4.16802  0.001
70 P -0.84450 2.24077 -3.10563  -0.006
71 C -0.88568 4.02090 -3.09655  0.006
72 C -2.40109 1.72603 -3.80059  0.002
73 O -0.67349 1.76120 -1.62528  -0.027
74 H 0.34604 2.21048 -5.14758  0.000
75 H 0.50183 0.66938 -4.28575  -0.001
76 H 1.44148 2.08974 -3.75203  0.000
77 H -1.11115 4.36320 -4.10842  0.001
78 H 0.07682 4.43390 -2.79322  0.000
79 H -1.66720 4.37771 -2.42448  -0.001
80 H -2.52671 2.23218 -4.75994  0.001
81 H -3.21713 2.02368 -3.13919  0.000
82 H -2.41791 0.65295 -3.96688  -0.001



Record 3
Computed, not measured: 3 unconnected molecules or ions with the total composition C2H3ClN3O in a non-equilibrium geometry, with ωB97M-V/def2-TZVPD.

Properties
- LUMO level (hartree) = 0.1244
- gap between HOMO and LUMO (eV) = 7.61
- charge = -1
- maximum force (eV Å⁻¹) = 4.9
- spin multiplicity = 1

Each line ends with the natural charge from an NBO analysis.
Positions of all 10 atoms, in Å:
1 C 0.82863 -0.55067 1.49313  0.297
2 C 1.26030 0.06842 0.25015  -0.729
3 N 0.25237 -0.79109 2.45164  -0.436
4 N -2.30453 -2.28996 1.45322  0.395
5 N -2.00112 -1.46183 2.15235  -0.031
6 O -2.36634 -3.09687 0.62221  -0.378
7 Cl 3.25459 1.63789 -1.15997  -0.914
8 H 1.34530 -0.99974 0.03472  0.238
9 H 2.20372 0.46515 0.00965  0.322
10 H 0.35100 0.36781 -0.24667  0.236



Record 4
Computed, not measured: a gas-phase ion, C14H29N4O (charge +1) in a non-equilibrium geometry, with ωB97M-V/def2-TZVPD.

Properties
- LUMO level (hartree) = -0.1104
- gap between HOMO and LUMO (eV) = 9.08
- charge = +1
- structure (SMILES) = COCCCCCCCCCCCn1[nH]cnc1=[NH2+]
- maximum force (eV Å⁻¹) = 1.4
- spin multiplicity = 1

Each line ends with the natural charge from an NBO analysis.
Positions of all 48 atoms, in Å:
1 C -0.87621 2.09453 3.43229  -0.248
2 O -0.77821 1.77637 2.05828  -0.565
3 C -1.61655 2.56933 1.22209  -0.055
4 C -1.00581 2.78238 -0.15229  -0.429
5 C -1.94867 2.51231 -1.32475  -0.392
6 C -1.80099 1.15504 -2.00835  -0.381
7 C -2.29634 -0.02402 -1.19643  -0.401
8 C -1.90026 -1.36968 -1.79422  -0.393
9 C -1.98953 -2.56943 -0.83727  -0.406
10 C -0.73585 -3.45328 -0.82056  -0.383
11 C 0.28440 -3.07491 0.24681  -0.387
12 C 1.04966 -1.82162 -0.12267  -0.410
13 C 2.11558 -1.56918 0.90136  -0.218
14 N 2.99287 -0.42971 0.62290  -0.134
15 N 3.85184 -0.03591 1.59364  -0.318
16 C 4.50980 1.00585 1.12614  0.271
17 N 4.15939 1.27451 -0.09065  -0.444
18 C 3.22040 0.38516 -0.41627  0.574
19 N 2.58394 0.36294 -1.60818  -0.810
20 H -0.81920 1.18254 4.00832  0.183
21 H -0.08146 2.77297 3.72627  0.170
22 H -1.81963 2.56471 3.66917  0.179
23 H -2.57743 2.07685 1.13084  0.167
24 H -1.79433 3.52045 1.70574  0.174
25 H -0.64450 3.79912 -0.20128  0.215
26 H -0.13355 2.14725 -0.23908  0.194
27 H -2.97278 2.62522 -0.99525  0.202
28 H -1.78326 3.27752 -2.06892  0.212
29 H -0.76286 1.00916 -2.28855  0.173
30 H -2.37067 1.20503 -2.92631  0.211
31 H -1.90411 0.03479 -0.18830  0.187
32 H -3.37445 0.02915 -1.13569  0.211
33 H -0.89972 -1.29510 -2.20196  0.176
34 H -2.54424 -1.57143 -2.63732  0.214
35 H -2.83890 -3.17122 -1.12295  0.221
36 H -2.20247 -2.22969 0.16732  0.197
37 H -0.23527 -3.35861 -1.77322  0.193
38 H -0.99573 -4.48940 -0.66771  0.221
39 H -0.22077 -2.91397 1.19089  0.207
40 H 0.99398 -3.88582 0.35354  0.204
41 H 0.38902 -0.97035 -0.15829  0.231
42 H 1.49452 -1.97242 -1.09473  0.193
43 H 1.63900 -1.33829 1.83510  0.224
44 H 2.71976 -2.45356 1.05500  0.219
45 H 3.91922 -0.47128 2.49615  0.450
46 H 5.25747 1.52808 1.68111  0.243
47 H 2.45155 -0.45988 -2.15687  0.423
48 H 2.29134 1.23750 -1.99489  0.432



Record 5
Computed, not measured: a single C3H6N2O3 molecule in a non-equilibrium geometry, with ωB97M-V/def2-TZVPD.

Properties
- LUMO level (hartree) = 0.0266
- gap between HOMO and LUMO (eV) = 10.10
- structure (SMILES) = CN1OCONC1=O
- maximum force (eV Å⁻¹) = 5.8
- spin multiplicity = 1

Each line ends with the natural charge from an NBO analysis.
Positions of all 14 atoms, in Å:
1 C -1.04859 0.91684 1.56828  -0.501
2 N -0.36875 0.86023 0.13091  -0.199
3 O -1.38152 0.27942 -0.71366  -0.353
4 C -0.93739 -1.05407 -0.90921  0.174
5 O 0.43916 -1.31486 -1.27515  -0.366
6 N 1.30887 -0.52999 -0.64944  -0.338
7 C 0.87760 0.35512 0.32885  0.705
8 O 1.46488 0.72536 1.27425  -0.604
9 H -1.90929 0.02371 1.60387  0.203
10 H -1.57391 2.06577 1.50455  0.240
11 H -0.12548 0.68676 2.45816  0.279
12 H -1.09496 -1.49406 0.05004  0.154
13 H -1.59221 -1.29458 -1.85402  0.215
14 H 2.18514 -1.12591 -0.34386  0.391



Record 6
Computed, not measured: a gas-phase ion, C5H10NO2S (charge -1) in a non-equilibrium geometry, with ωB97M-V/def2-TZVPD.

Properties
- LUMO level (hartree) = 0.1386
- gap between HOMO and LUMO (eV) = 7.27
- charge = -1
- structure (SMILES) = CC1(C)OC[C@@H]([S-])N1O
- maximum force (eV Å⁻¹) = 4.7
- spin multiplicity = 1

Each line ends with the natural charge from an NBO analysis.
Positions of all 19 atoms, in Å:
1 C 1.18741 0.32954 1.42455  -0.591
2 C 0.25228 0.06531 0.20085  0.345
3 C 1.03665 0.26236 -1.02302  -0.642
4 O -0.76267 1.02292 0.45096  -0.549
5 C -2.06131 0.52591 -0.00529  -0.087
6 C -1.91481 -0.99211 -0.31615  -0.287
7 S -1.93954 -1.59938 -1.89954  -0.473
8 N -0.31879 -1.22946 0.34990  -0.212
9 O 0.37646 -2.22322 -0.35768  -0.652
10 H 1.65165 1.23979 1.38168  0.183
11 H 2.09985 -0.36603 1.44128  0.188
12 H 0.61281 0.16414 2.41824  0.209
13 H 0.34812 0.45247 -1.90983  0.234
14 H 1.81572 -0.40451 -1.18249  0.227
15 H 1.69845 1.19761 -0.86010  0.176
16 H -2.43728 1.07967 -0.88330  0.175
17 H -2.90937 0.69491 0.83122  0.152
18 H -2.59962 -1.52056 0.30592  0.179
19 H -0.46437 -2.33049 -1.05293  0.423